Computed, not measured: a structure of composition C6H10F4N2O, with the ωB97M-V functional and the def2-TZVPD basis.

Each line ends with the Löwdin charge.
Element x y z (Å)
H 1.742 1.641 -0.446  0.0907
H 1.828 -2.600 -1.114  0.0426
H 2.170 0.119 -0.976  0.0693
H 0.291 -3.016 -1.747  0.0713
C -1.128 0.786 0.901  -0.3055
C 0.122 0.111 -0.482  -0.3992
H -0.712 1.318 -1.599  0.0530
C 0.927 -2.181 -1.442  -0.0682
H -0.900 -1.926 -0.511  0.1249
C 1.522 0.589 -0.307  -0.0165
C -0.896 0.219 2.275  -0.5691
O -0.489 0.395 -1.677  0.0459
F -1.585 0.897 3.265  0.1184
H -0.992 3.556 -0.556  0.1203
H 1.886 0.586 0.685  0.0769
H 0.372 -1.756 0.644  0.1147
F 0.387 0.191 2.650  0.1534
F -1.259 -1.035 2.336  0.1810
F -2.285 0.268 0.389  0.0830
N -1.394 2.556 -0.348  0.0678
N -0.842 2.110 0.680  0.0302
C 0.072 -1.400 -0.362  -0.1802
H 1.162 -1.427 -2.258  0.0954

Properties
- Lowest unoccupied orbital energy: -0.2302 eV
- Frontier orbital gap: 9.60 eV
- Energy above the lowest of the compared OMol25 structures with the same formula, charge and spin: 1.268 eV
- DFT total energy: -818.73423 hartree